Record 1
Here is a single C3H4O3 molecule in a non-equilibrium geometry from OMol25. Energies are from ωB97M-V with the def2-TZVPD basis set.

Summary:
* ΔE to the lowest compared entry with this formula, charge and spin: 272.00 kJ/mol
* net charge: 0
* LUMO: -0.165 eV
* SMILES: O=CCOC=O
* gap between HOMO and LUMO: 9.7 eV
* largest force on an atom: 5.72 eV Å⁻¹

Element x y z (Å)
C -0.282 1.469 -0.199
C -0.275 -0.967 0.822
C 0.456 -0.843 -0.444
O -0.976 2.355 -0.685
O -0.906 -0.009 1.286
O -0.162 0.495 -1.116
H 0.604 1.652 0.437
H -0.243 -1.944 1.322
H 0.290 -1.684 -1.114
H 1.493 -0.524 -0.308



Record 2
Here is a molecular structure, C3H4O3Pr in a non-equilibrium geometry from OMol25. Energies are from ωB97M-V with the def2-TZVPD basis set.

Summary:
* ΔE to the lowest compared entry with this formula, charge and spin: 69.98 kJ/mol
* net charge: +1
* LUMO (spin up / spin down): -6.402 / -5.727 eV
* multiplicity: 3
* gap between HOMO and LUMO (spin up / spin down): 6.6 / 7.5 eV
* largest force on an atom: 4.17 eV Å⁻¹

Element x y z (Å)
H -3.131 -0.886 0.543
O 0.757 -2.448 1.087
O -1.925 0.792 0.742
C -2.554 -0.151 -0.058
C -1.626 -0.939 -0.982
O -0.823 -1.942 -0.343
C 0.208 -1.546 0.465
H -3.283 0.339 -0.736
H -0.971 -0.239 -1.529
H -2.226 -1.487 -1.721
Pr 0.204 0.671 1.520